1.
Below is a 12-piece molecular cluster, C18H58O15P overall, with properties calculated with ωB97M-V with the def2-TZVPD basis set.

Structure (XYZ):
```
92
Properties=species:S:1:pos:R:3:forces:R:3
H 7.9980 16.7470 53.9440 -0.03 0.73 -0.55
H 10.1110 15.6820 53.5810 -1.23 1.88 -1.22
C 13.0700 16.0550 49.9550 -0.35 -1.49 1.93
H 9.8720 19.0480 48.9420 -2.20 0.92 1.90
H 7.0120 17.5130 49.2770 0.67 -0.15 0.49
C 9.7840 13.0990 55.4820 -3.94 0.21 -3.21
H 10.0470 18.8690 47.4010 1.73 -0.39 -0.51
H 11.0170 19.3360 54.3970 -0.33 -0.25 -0.25
H 12.6150 20.4730 52.5550 1.51 -0.42 0.70
C 11.9380 20.9890 51.9290 -1.48 -0.74 -0.22
H 7.9390 23.6300 52.6730 -3.34 1.01 1.12
H 11.3930 19.3800 51.1730 0.52 1.25 -1.74
O 9.6890 17.0280 48.2380 -0.58 0.39 2.70
C 13.1300 17.0260 54.1930 -1.31 -0.20 -0.78
H 8.7460 20.1560 52.2670 0.47 -4.01 -1.01
C 9.4500 14.4950 55.0010 0.41 -2.07 -5.39
C 10.3860 13.6720 51.0470 0.33 -1.47 -1.34
H 10.2010 11.8090 49.9410 2.21 0.89 1.72
C 10.3120 18.3370 48.3270 -1.19 -1.72 -0.23
H 7.9300 19.1290 50.3570 1.32 0.47 1.11
H 12.6520 16.0590 53.6180 1.16 2.13 2.11
H 12.6530 15.8600 48.9280 -0.10 0.35 0.89
H 11.3460 20.9630 55.9530 -0.83 -1.72 1.14
H 14.3880 14.3580 49.7910 0.37 1.13 -0.52
C 12.4390 22.2970 51.4790 4.06 -0.69 2.04
H 12.4400 15.4370 50.7620 0.96 1.39 -1.78
C 5.0310 17.8440 53.5270 -2.60 -1.37 -1.99
C 10.3200 19.2040 55.2360 13.81 -6.62 1.77
H 9.3330 23.0680 53.4600 1.07 0.47 0.14
C 8.8640 23.2560 52.5160 0.17 -3.79 -0.91
C 8.6770 21.8760 51.7810 -2.28 1.74 0.77
H 12.4420 17.7770 50.8540 1.47 -1.62 -1.60
O 13.1760 18.0840 53.2130 3.08 -0.15 2.85
O 13.2430 17.3750 50.3080 -1.26 1.76 0.44
C 6.7030 14.9090 51.7140 2.20 -2.53 -0.76
H 4.8950 18.9510 53.3530 -2.23 -1.07 -0.30
H 11.1570 11.7960 51.6620 0.00 -0.15 -1.06
H 9.4530 21.7220 51.0440 0.62 -0.55 0.19
H 10.1130 20.0900 57.0440 -0.39 0.54 1.32
H 6.1760 15.7550 51.6860 -3.36 2.69 2.63
H 4.6440 16.9480 52.6130 1.25 3.24 2.37
H 9.4570 16.7550 49.2960 0.79 1.25 -2.82
H 9.9300 12.4460 54.6210 0.47 0.26 -0.43
O 10.4820 15.0540 54.1810 1.69 -4.05 2.77
H 6.6900 18.9620 54.0940 0.51 1.01 1.06
H 5.7970 18.3400 50.3690 -0.22 -0.72 -1.10
H 11.2020 18.2720 48.9400 1.53 0.05 -1.46
C 6.4640 18.0780 53.5640 1.48 -4.28 1.54
C 14.4720 15.4780 49.9690 2.11 -1.18 0.05
H 9.4900 13.5030 51.5420 -2.20 -0.28 1.15
H 13.2610 22.2620 50.7580 -0.22 -1.04 -0.46
H 15.0920 15.4920 50.9580 -1.50 0.56 -1.37
C 10.9350 19.9480 56.3890 -0.37 2.64 -2.22
C 11.0000 12.3270 50.6880 -0.60 0.09 -0.58
H 12.5180 17.4160 55.0970 0.56 -1.25 -1.40
H 10.6520 13.1550 55.9730 2.83 -0.62 3.14
H 9.1720 23.8480 51.7390 2.19 2.13 -1.23
H 8.1330 15.7330 50.5650 -0.14 0.03 0.76
H 11.6970 19.3970 56.7950 2.01 -1.21 1.28
H 11.9730 12.6260 50.1910 -0.98 -1.03 0.28
H 9.2620 15.1760 55.7260 -1.21 1.85 2.57
H 11.8150 22.9580 51.0900 -3.41 2.75 -1.55
P 9.7650 17.6050 51.8190 -4.98 -3.26 3.46
H 8.7500 12.7550 55.7310 1.21 -0.24 1.66
O 11.7370 20.2690 50.7520 -1.00 -2.35 0.56
C 6.4850 18.4290 49.4940 -1.68 2.10 -1.25
H 14.1620 16.8470 54.5890 -0.62 -0.12 -0.61
H 5.9720 18.6570 48.4530 0.30 -0.29 2.09
O 7.2510 19.5980 49.8590 -0.92 -0.99 -1.76
H 4.5730 17.3880 54.4290 0.36 0.88 -0.16
O 8.5120 20.8900 52.7730 -0.18 3.55 0.89
H 10.9580 14.2880 51.6230 2.04 0.89 2.67
O 8.8490 18.7430 51.5680 -0.25 2.02 0.20
H 6.7150 18.2680 52.5680 1.31 0.02 -1.62
O 7.0430 16.8710 54.1670 -0.90 1.08 -0.03
H 12.4180 17.9920 52.6880 -2.17 -0.29 -1.31
H 8.5670 14.2310 54.3170 0.50 1.32 0.98
H 7.5220 14.8230 52.3780 0.55 0.68 1.47
H 9.9490 15.2810 50.0880 0.33 -0.35 0.40
O 9.3730 16.5670 50.8030 -0.13 -2.04 -2.09
H 15.1130 16.0600 49.1880 -0.94 -1.33 1.11
O 10.1080 17.8570 55.5240 0.54 0.14 1.62
O 10.2550 14.3640 49.9010 -0.64 0.43 -3.27
H 10.1190 17.4220 54.6610 -0.62 -0.67 -0.80
O 7.2670 15.2670 50.4730 -0.21 -2.33 -2.73
O 9.4010 16.9030 53.2600 1.31 2.36 -3.12
O 11.1850 17.8760 51.6630 3.90 1.52 0.40
H 11.0010 20.8740 52.5480 0.48 1.31 -0.45
H 7.7190 21.9380 51.1620 0.95 0.00 0.51
H 9.5800 19.6160 55.1100 -13.94 7.42 -3.30
H 6.1900 13.9030 51.9150 0.07 1.07 -1.38
H 13.0220 22.7880 52.2480 -0.30 0.51 0.94
```
Positions in Å, forces in eV/Å.

Summary:
Spin multiplicity: 1
HOMO level, Ha: -0.016
Total charge: -3
Frontier orbital gap, hartree: 0.2598

***

2.
Below is CH6ClNSi in the gas phase, with properties calculated with ωB97M-V with the def2-TZVPD basis set.

Structure (XYZ):
```
10
Properties=species:S:1:pos:R:3:forces:R:3
H 0.5337 -0.6675 -1.6006 0.30 -0.02 0.01
H 1.1130 1.1247 1.6620 -0.52 -0.80 -0.78
H 1.6446 -0.4843 1.1119 -1.57 0.25 -0.07
Si -0.8497 0.1265 0.0843 1.15 -1.91 2.69
H -2.0501 0.9889 0.4442 1.06 0.10 -0.85
C 0.9766 0.3805 0.8210 0.61 0.76 0.47
H -0.8975 -0.2285 -2.3245 0.12 -0.33 0.62
H 1.6227 0.7841 0.0225 -0.55 0.31 -0.09
N -0.4314 -0.4539 -1.4434 -1.05 0.81 -1.44
Cl -1.6621 -1.5707 1.2226 0.45 0.84 -0.55
```
Positions in Å, forces in eV/Å.

Summary:
Spin multiplicity: 1
HOMO level, Ha: -0.376
Total charge: 0
Frontier orbital gap, hartree: 0.4035

***

3.
Below is C2H3FIrO2P as an isolated structure, with properties calculated with ωB97M-V with the def2-TZVPD basis set.

Structure (XYZ):
```
10
Properties=species:S:1:pos:R:3:forces:R:3
H -0.3472 -1.2512 1.9786 0.27 0.22 -0.13
P -0.9756 1.1420 -1.9083 -0.43 -0.60 -0.18
O 0.2377 -0.1420 -1.1627 -0.01 -0.09 -0.84
H 0.4573 -2.0222 -0.3332 -0.13 0.27 -0.17
F 0.8564 3.3149 -0.0746 0.32 2.93 0.61
O 0.3282 0.5499 1.3555 -0.57 -1.16 1.68
C -0.0397 -0.5963 1.1447 -0.89 -0.82 0.25
H -1.2207 -1.4367 -0.4104 0.30 0.12 -0.02
C -0.1727 -1.1169 -0.2555 -0.30 -1.01 0.87
Ir 0.8762 1.5586 -0.3342 1.46 0.13 -2.08
```
Positions in Å, forces in eV/Å.

Summary:
Spin multiplicity: 6
HOMO level (spin up / spin down), Ha: -0.449 / -0.561
Total charge: +1
Frontier orbital gap (spin up / spin down), hartree: 0.2606 / 0.2974

***

4.
Below is C34H38N5OP2PtSi2 as an isolated structure, with properties calculated with ωB97M-V with the def2-TZVPD basis set.

Structure (XYZ):
```
83
Properties=species:S:1:pos:R:3:forces:R:3
C 3.1529 -2.6111 -2.1839 0.00 -0.05 0.00
H 3.2252 1.0331 -0.0194 0.02 -0.03 -0.01
H 0.6157 0.3427 -4.6866 -0.02 0.00 0.01
H 1.0318 -4.1296 2.3055 -0.03 -0.03 0.00
C 4.1478 -3.1365 -0.0645 -0.10 0.04 0.03
H -1.8586 3.1297 -5.1893 -0.04 -0.03 0.03
H -3.5995 0.1201 -0.5654 0.00 0.00 -0.01
P -1.0396 1.5039 -0.3548 -0.41 0.43 -0.88
N 0.1333 -4.1847 -4.8215 -0.01 -0.01 -0.01
N -0.0619 -1.7663 0.5721 -0.29 0.02 1.56
C -2.6718 -3.0300 1.2457 -0.19 -0.02 -0.03
C -0.7530 3.2768 -0.0203 -0.04 0.03 0.00
H 3.0855 -2.7585 -3.2553 -0.01 -0.01 0.01
H 3.4994 0.7219 4.9185 0.00 -0.02 0.00
C 3.3064 -2.2160 0.5502 -0.01 -0.08 -0.10
C 2.4035 0.1659 3.1537 0.10 0.16 -0.09
H -1.6666 -0.9946 3.4150 0.04 0.00 0.00
C -0.1615 -5.8417 -1.7377 -0.09 0.30 -0.14
H 5.2091 1.9899 3.6608 0.00 0.01 -0.01
H 0.1964 3.8309 -2.6874 0.04 -0.02 -0.02
C -3.5359 0.4923 0.4492 -0.04 0.06 0.01
C 4.3974 1.5029 3.1351 0.00 0.00 -0.03
H 1.2244 2.4185 -2.4185 0.01 0.02 -0.05
H -2.8036 -2.7931 0.1884 0.00 -0.02 0.02
H -5.4553 -0.2503 1.0397 0.01 -0.01 0.01
H -0.0318 -4.9233 1.1402 0.02 0.01 0.03
H -2.6551 3.8888 -0.7985 -0.01 0.01 0.03
H 0.0714 -1.2738 3.5411 -0.16 -0.10 0.04
C 3.4431 0.7900 3.8393 -0.02 -0.02 -0.06
H 1.0094 3.0604 -4.0623 -0.04 -0.01 0.01
C 2.3029 -1.7067 -1.5648 0.09 0.08 0.07
H 4.8554 -3.7016 0.5302 0.01 0.01 0.00
H 1.5544 5.3456 1.3554 0.00 -0.01 -0.01
C -2.3095 1.6807 2.1376 0.05 -0.04 0.03
C -0.4460 0.2897 -4.4295 0.01 -0.16 -0.07
N -1.6824 1.2306 -1.8366 0.44 -0.51 0.10
H -1.0171 0.2781 -5.3627 0.05 0.03 0.01
C 0.5066 2.8702 -3.1091 0.12 0.11 0.10
H -5.2795 0.6090 3.3557 -0.01 0.01 -0.01
H -2.3020 6.2855 -0.2555 0.00 0.00 -0.01
C -1.5367 5.5556 -0.0209 0.02 -0.02 0.01
C -0.1656 -4.3530 -3.7234 -0.02 -0.02 0.25
H -3.3741 -2.4249 1.8255 0.02 -0.01 -0.03
C 2.3267 0.2458 1.7674 -0.90 -0.13 1.33
N 0.1023 -6.8656 -1.2835 0.02 -0.01 0.02
H -0.4722 -4.8932 2.8567 0.02 0.02 -0.03
C -0.4971 -4.5788 -2.3390 0.07 -0.36 -0.15
C 3.2901 0.9649 1.0585 -0.02 0.16 0.16
H 1.6537 -0.3812 3.7087 0.10 0.04 0.01
Si -0.9124 -2.7043 1.7651 0.18 0.12 -0.25
C 0.6309 5.0297 0.8853 -0.02 -0.04 -0.01
C -0.0162 -4.3137 2.0474 0.11 -0.15 -0.02
H -0.2002 7.0063 0.8300 0.00 0.00 -0.01
H 3.3825 -2.0657 1.6220 0.02 -0.03 -0.01
C -4.4738 0.7756 2.6511 0.02 0.00 -0.02
H -2.9205 -4.0854 1.3868 -0.02 0.03 -0.01
C 4.0655 -3.3430 -1.4331 -0.02 0.03 -0.06
H 1.5840 -1.1488 -2.1555 -0.01 0.01 -0.01
H -0.6177 -0.6710 -3.9394 0.00 -0.03 -0.02
C 4.3125 1.5944 1.7482 -0.02 0.04 -0.03
C -0.3533 5.9613 0.5890 -0.02 -0.02 -0.02
H -3.2599 1.8572 4.0544 0.02 -0.02 0.00
H 1.2017 2.9520 0.7839 -0.02 0.01 0.00
C 0.4313 3.6887 0.5753 0.03 0.01 -0.02
Pt -0.8374 -0.8197 -1.1490 -0.09 -0.14 0.19
C -4.5707 0.2916 1.3517 0.02 -0.01 0.01
H 5.0521 2.1616 1.1970 0.02 -0.01 0.00
O -1.4210 -2.6035 -2.2185 -0.22 0.20 -0.11
C 2.3590 -1.5061 -0.1869 0.10 -0.08 -0.07
C -3.3392 1.4715 3.0453 -0.01 -0.02 -0.04
C -1.7378 4.2168 -0.3207 0.08 -0.01 0.01
N -1.0923 -3.6825 -1.5980 0.04 0.04 0.03
H -1.4251 2.2287 2.4466 -0.02 0.02 0.00
H -1.0473 -2.4323 4.2543 -0.04 0.01 -0.03
C 0.3907 0.5923 -0.3693 -0.19 0.75 0.84
Si -0.9589 1.7270 -3.3418 -0.35 -0.01 0.21
C -0.8935 -1.7683 3.3988 -0.01 0.09 0.05
C -2.2721 2.6848 -4.2769 -0.04 0.14 -0.14
C -2.3984 1.1935 0.8360 0.17 0.05 0.17
H -2.6797 3.4923 -3.6617 0.00 -0.03 -0.02
H 4.7037 -4.0736 -1.9145 0.02 0.02 0.00
P 1.0400 -0.5426 0.7042 1.49 -0.84 -2.76
H -3.0952 2.0260 -4.5672 0.00 0.03 0.04
```
Positions in Å, forces in eV/Å.

Summary:
Spin multiplicity: 1
HOMO level, Ha: -0.171
Total charge: -1
Frontier orbital gap, hartree: 0.2575

***

F_max values (in eV/Å) by entry order: 16.13 3.49 3.01 3.25.